C30H45BrO2P2W | the ωB97M-V functional and the def2-TZVPD basis

Cartesian coordinates (Å):
W (-0.284, -0.856, -1.167)
Br (-2.819, 0.892, 3.736)
P (-2.506, -0.856, -0.327)
P (0.669, -2.517, 0.112)
O (-1.741, -2.115, 3.198)
O (0.379, -1.377, 2.879)
C (-3.769, -1.073, 0.917)
C (-1.222, -2.552, -0.086)
C (-0.712, -1.489, 3.525)
C (0.213, -0.417, 7.064)
C (-0.755, 0.565, 7.340)
C (-0.444, -5.418, -1.940)
C (-1.096, -5.680, -3.261)
C (-3.620, -5.087, -0.521)
C (2.168, 0.299, 0.889)
C (-1.657, 0.955, 6.337)
C (1.266, 0.484, -0.282)
C (0.252, -1.021, 5.808)
C (2.951, -0.067, -2.170)
C (-1.641, 0.306, 5.092)
C (-1.718, 2.137, -1.846)
C (-0.008, 1.113, -0.195)
C (1.578, 0.280, -1.671)
C (-2.410, -6.056, -0.533)
C (-3.268, -0.797, -1.967)
C (0.379, 0.846, -3.946)
C (-0.571, 1.643, 1.076)
C (-2.577, -5.229, -3.377)
C (-3.541, -3.922, -1.461)
C (0.455, 0.770, -2.455)
C (1.398, -3.678, 1.241)
C (-1.075, -5.437, -0.756)
C (-2.957, -3.960, -2.675)
C (0.968, -2.719, -1.723)
C (-0.522, 1.302, -1.528)
C (-0.720, -0.723, 4.839)
H (-1.590, -2.795, 0.918)
H (-4.099, -1.493, -2.041)
H (2.033, -2.944, -1.814)
H (-2.388, -6.563, 0.448)
H (3.462, -0.749, -1.471)
H (3.091, -0.225, 0.629)
H (-4.526, -1.785, 0.555)
H (0.781, 1.813, -4.291)
H (-2.582, -6.837, -1.287)
H (-2.558, -1.006, -2.777)
H (0.858, -1.778, -2.371)
H (0.655, -5.432, -1.969)
H (-2.381, 1.752, 6.505)
H (-3.324, -1.425, 1.866)
H (-3.762, -4.721, 0.507)
H (-0.661, 0.852, 1.834)
H (-4.199, -3.103, -1.157)
H (-1.044, -6.758, -3.497)
H (-0.801, 1.043, 8.319)
H (-1.425, 3.198, -1.927)
H (3.564, 0.850, -2.234)
H (0.120, 2.393, 1.492)
H (0.855, -4.634, 1.276)
H (-0.657, 0.771, -4.297)
H (-0.526, -5.188, -4.060)
H (2.450, -3.868, 0.964)
H (-0.551, -5.146, 0.158)
H (-4.224, -0.081, 1.078)
H (-3.641, 0.221, -2.107)
H (-1.560, -3.291, -0.811)
H (0.935, -0.704, 7.832)
H (2.930, -0.532, -3.164)
H (-2.185, 1.833, -2.785)
H (0.957, 0.047, -4.426)
H (-2.775, -5.080, -4.451)
H (-1.544, 2.115, 0.935)
H (-3.223, -6.055, -3.046)
H (2.435, 1.291, 1.288)
H (-2.462, 2.070, -1.042)
H (1.662, -0.250, 1.697)
H (-2.921, -3.085, -3.321)
H (1.035, -1.739, 5.558)
H (-4.530, -5.674, -0.743)
H (1.377, -3.219, 2.248)
H (0.363, -3.477, -2.214)

## Properties
- multiplicity = 3
- ⟨S²⟩ = 2.0172
- energy relative to the best compared isomer or geometry (same formula, charge and spin) (kJ/mol) = 250.3
- charge = +2
- max |F| (eV Å⁻¹) = 3.07
- gap between HOMO and LUMO (spin up / spin down) (eV) = 4.85 / 4.33
- HOMO level (spin up / spin down) (eV) = -12.679 / -12.680